No. 1
Below is a single C26H33N3O3 molecule, with properties calculated with ωB97M-V/def2-TZVPD.

* Kohn-Sham gap: 8.283 eV
* net charge: 0
* E_LUMO: 0.44 eV

Atoms and positions in Å:
O1 -1.52 1.73 2.90
O2 2.17 1.16 -9.88
O3 -0.17 -3.35 -0.09
N1 -1.76 0.38 4.68
N2 1.03 0.07 2.75
N3 1.17 -1.63 0.49
C1 3.34 0.48 -7.98
C2 -1.10 0.64 7.04
C3 1.35 -2.15 1.82
C4 1.19 -1.42 -2.56
C5 0.97 -0.02 -6.59
C6 -1.00 1.06 3.78
C7 -0.14 -0.73 -4.57
C8 -2.35 0.80 7.90
C9 1.10 -0.96 -3.93
C10 1.56 -0.24 0.39
C11 0.98 1.41 -10.58
C12 -3.20 0.59 4.64
C13 0.52 0.92 3.81
C14 2.09 0.70 -8.61
C15 -0.20 -0.28 -5.85
C16 -3.71 1.45 5.80
C17 0.18 -1.71 -1.73
C18 0.36 -2.29 -0.38
C19 -1.27 -0.31 5.84
C20 3.40 0.02 -6.70
C21 -3.69 0.73 7.15
C22 0.58 -1.31 2.84
C23 2.23 -0.24 -5.96
C24 2.25 -0.71 -4.64
C25 0.93 0.46 -7.92
C26 0.79 0.59 1.42
H1 -0.28 0.58 1.16
H2 -0.32 -0.80 5.61
H3 -1.16 -0.11 -6.33
H4 1.28 1.77 -11.57
H5 0.79 -1.69 3.84
H6 0.38 0.50 -10.69
H7 -0.28 0.28 7.67
H8 -0.04 0.62 -8.37
H9 -2.36 0.02 8.66
H10 -0.79 1.61 6.64
H11 0.38 2.18 -10.09
H12 0.90 0.55 4.76
H13 1.37 0.14 -0.61
H14 -4.45 1.17 7.80
H15 0.99 -3.18 1.83
H16 -0.50 -1.41 2.64
H17 -3.13 2.38 5.85
H18 1.14 1.62 1.38
H19 -1.98 -1.10 6.09
H20 3.22 -0.87 -4.17
H21 -2.28 1.75 8.42
H22 -3.69 -0.38 4.66
H23 -0.85 -1.67 -2.06
H24 2.21 -1.55 -2.19
H25 -3.42 1.09 3.70
H26 -3.98 -0.31 6.99
H27 4.23 0.68 -8.55
H28 -1.06 -0.92 -4.03
H29 -4.74 1.73 5.56
H30 4.36 -0.15 -6.22
H31 2.42 -2.13 2.06
H32 2.64 -0.17 0.60
H33 0.93 1.92 3.65

Atom charges from the Mulliken analysis, given in e for atoms 1 to 6:
1 O -0.710
2 O -0.448
3 O -0.655
4 N 0.193
5 N 0.046
6 N 0.149

=====

No. 2
Below is 4 unconnected molecules or ions with the total composition C26H34BNO9 in a non-equilibrium geometry, with properties calculated with ωB97M-V/def2-TZVPD.

* Kohn-Sham gap: 7.401 eV
* net charge: 0
* E_LUMO: -1.38 eV

Atoms and positions in Å:
O1 -0.47 2.20 0.36
O2 2.94 1.11 -5.23
O3 -0.19 -1.07 1.29
O4 3.28 -2.64 6.28
O5 -3.38 3.60 -1.92
O6 2.66 2.16 -7.19
O7 -2.51 -0.24 -5.25
O8 -0.37 -2.08 3.28
O9 2.83 -0.47 5.96
N1 -6.67 2.01 -1.47
C1 5.12 -1.00 6.29
C2 0.80 0.08 3.11
C3 -1.26 0.63 -3.06
C4 -8.09 1.07 0.79
C5 4.73 -3.98 7.70
C6 0.92 2.38 -8.88
C7 0.04 -2.28 4.65
C8 4.18 -3.76 6.31
C9 -0.81 -1.44 5.59
C10 2.54 1.07 -6.39
C11 -2.57 0.06 -3.93
C12 -5.47 0.10 0.24
C13 -4.22 1.08 -2.07
C14 1.83 -0.14 -6.91
C15 2.40 2.16 -8.60
C16 -1.50 1.76 -2.08
C17 -7.87 1.96 -0.57
C18 3.67 -1.35 6.14
C19 -5.55 1.09 -1.06
C20 -3.98 -0.07 -3.04
C21 0.98 3.17 -1.81
C22 0.07 -1.08 2.49
C23 1.32 -0.98 -3.00
C24 -6.81 0.08 1.23
C25 0.26 -0.04 -3.22
C26 -3.08 2.30 -2.00
B1 -0.30 2.40 -1.12
H1 1.55 0.44 2.40
H2 -8.80 2.65 -0.88
H3 5.35 -0.17 5.62
H4 -9.07 1.09 1.43
H5 1.35 -0.19 4.02
H6 1.38 2.50 -2.69
H7 1.90 -0.26 -7.99
H8 -0.61 1.19 0.48
H9 1.87 3.24 -1.03
H10 2.79 1.26 -9.08
H11 0.66 4.22 -2.22
H12 2.97 3.00 -9.02
H13 -0.69 -0.37 5.39
H14 2.24 -1.71 -3.02
H15 5.80 -1.81 6.01
H16 3.60 -4.64 6.01
H17 -0.12 -3.34 4.87
H18 0.58 3.30 -8.41
H19 0.09 0.87 3.34
H20 3.91 -4.12 8.42
H21 0.78 -0.10 -6.62
H22 -0.53 -1.64 6.63
H23 1.11 -2.10 4.77
H24 -1.87 -1.67 5.45
H25 -4.70 -0.99 -3.14
H26 2.29 -1.03 -6.47
H27 5.37 -4.87 7.73
H28 0.74 2.43 -9.96
H29 0.31 1.57 -8.47
H30 -6.83 -0.60 2.19
H31 5.31 -0.70 7.32
H32 -4.50 -0.53 0.42
H33 4.97 -3.65 5.56
H34 5.31 -3.12 8.05

Atom charges from the Mulliken analysis, given in e for atoms 1 to 6:
1 O -0.536
2 O -0.569
3 O -0.610
4 O -0.344
5 O -0.574
6 O -0.341

=====

No. 3
Below is a molecular structure, C26H34Br2IN8S2Ti in a non-equilibrium geometry, with properties calculated with ωB97M-V/def2-TZVPD.

* Kohn-Sham gap (alpha / beta): 7.062 / 7.057 eV
* net charge: 0
* E_LUMO (alpha / beta): -0.69 / -0.69 eV
* spin multiplicity: 2

Atoms and positions in Å:
I1 7.76 7.59 11.33
Br1 11.25 14.85 11.66
Br2 8.50 11.75 11.98
Ti1 8.49 10.85 9.58
S1 8.43 11.50 7.18
S2 6.24 11.92 9.54
N1 8.33 8.45 6.55
N2 10.59 8.77 6.39
N3 10.56 11.43 9.60
N4 3.80 13.75 7.42
N5 10.50 13.51 8.38
N6 9.50 9.10 8.49
N7 6.39 13.32 4.67
N8 12.47 12.53 8.76
C1 10.99 7.62 5.56
C2 12.06 8.38 11.13
C3 13.23 13.77 8.70
C4 12.78 8.94 12.18
C5 7.04 9.42 10.36
C6 11.26 9.15 10.27
C7 9.74 14.86 12.79
C8 12.12 6.95 11.00
C9 11.16 12.47 8.97
C10 11.52 6.29 9.96
C11 4.78 13.18 7.59
C12 11.28 10.60 10.47
C13 13.30 11.34 8.70
C14 9.34 14.11 8.98
C15 12.72 10.31 12.36
C16 11.60 9.86 6.48
C17 8.15 8.58 5.12
C18 11.87 11.15 11.62
C19 6.68 12.86 5.68
C20 10.78 7.05 9.02
C21 10.82 13.79 7.00
C22 6.93 12.28 6.92
C23 5.99 12.45 7.93
C24 10.61 8.44 9.16
C25 7.21 8.12 7.33
C26 9.43 8.78 7.18
H1 11.65 13.12 6.73
H2 10.28 6.51 8.24
H3 11.18 14.78 6.84
H4 7.51 7.58 8.20
H5 9.09 8.87 4.66
H6 13.43 8.33 12.80
H7 8.46 13.97 8.29
H8 12.47 9.48 6.91
H9 11.49 5.21 9.94
H10 13.91 13.77 7.81
H11 10.19 6.88 5.51
H12 11.11 10.62 7.19
H13 13.31 10.84 13.09
H14 9.27 13.93 13.00
H15 9.39 15.19 9.09
H16 6.63 9.00 7.55
H17 9.15 13.61 9.94
H18 11.17 7.95 4.58
H19 14.09 11.48 9.43
H20 6.57 7.41 6.78
H21 7.50 9.39 4.84
H22 11.84 7.10 6.01
H23 12.52 14.59 8.66
H24 11.82 10.30 5.53
H25 12.81 10.38 8.85
H26 6.62 9.97 11.18
H27 9.33 15.73 13.22
H28 12.70 6.42 11.78
H29 7.84 7.64 4.62
H30 13.71 11.22 7.67
H31 9.97 13.66 6.26
H32 13.83 13.93 9.61
H33 6.30 9.24 9.59
H34 11.76 12.15 11.88

Atom charges from the Mulliken analysis, given in e for atoms 1 to 6:
1 I -0.123
2 Br 0.023
3 Br -0.487
4 Ti -0.097
5 S -0.007
6 S -0.398

=====

No. 4
Below is a molecular structure, C26H34Cl2GeIN3O4S2V in a non-equilibrium geometry, with properties calculated with ωB97M-V/def2-TZVPD.

* Kohn-Sham gap (alpha / beta): 4.980 / 5.092 eV
* net charge: -1
* E_LUMO (alpha / beta): 1.97 / 1.97 eV
* spin multiplicity: 3

Atoms and positions in Å:
I1 0.91 8.25 -3.51
Ge1 -2.46 -0.77 -0.38
V1 0.72 0.84 -0.19
Cl1 4.76 1.24 1.74
Cl2 2.87 2.67 -0.02
S1 -0.19 -0.52 2.13
S2 2.61 -1.51 0.68
O1 1.04 0.37 1.71
O2 -0.23 2.21 -0.08
O3 -1.33 3.59 1.26
O4 2.54 -0.46 -0.40
N1 1.31 -1.65 -5.98
N2 0.85 0.79 -2.10
N3 1.79 -0.05 -4.18
C1 -0.46 6.84 -1.20
C2 -0.80 0.27 4.82
C3 -0.70 3.37 0.24
C4 1.27 0.34 -3.10
C5 -3.61 0.84 -0.29
C6 -0.73 -5.97 -1.75
C7 0.67 5.33 -2.70
C8 -0.63 -0.58 0.22
C9 0.29 6.61 -2.34
C10 0.31 4.26 -1.90
C11 1.48 -0.91 -5.11
C12 1.72 -2.92 -0.02
C13 -1.39 1.29 3.85
C14 -3.36 -2.27 0.59
C15 -0.41 4.47 -0.72
C16 -2.37 -1.35 -2.28
C17 1.08 -3.83 0.81
C18 1.61 -3.01 -1.40
C19 0.40 -0.30 4.10
C20 -1.60 0.58 2.52
C21 0.82 -4.00 -1.95
C22 -0.81 5.77 -0.40
C23 0.14 -4.91 -1.14
C24 4.23 -2.31 0.42
C25 0.30 -4.82 0.24
C26 3.39 2.36 1.64
H1 -3.35 -1.59 -2.70
H2 1.17 -3.73 1.88
H3 0.69 -1.30 4.45
H4 2.09 -2.27 -2.02
H5 -3.53 -2.02 1.64
H6 -0.77 7.84 -0.93
H7 -0.69 2.12 3.71
H8 -4.42 0.76 -1.02
H9 -1.28 -5.57 -2.60
H10 -0.22 -5.52 0.89
H11 -1.91 -0.57 -2.88
H12 -2.48 -0.06 2.54
H13 3.73 3.30 2.07
H14 -4.32 -2.53 0.14
H15 -2.34 1.71 4.21
H16 1.26 0.37 4.13
H17 -1.54 -0.51 5.02
H18 0.72 -4.06 -3.03
H19 -2.71 -3.15 0.55
H20 2.56 1.91 2.18
H21 -0.54 0.73 5.78
H22 0.58 3.25 -2.18
H23 5.01 -1.60 0.70
H24 -0.12 -6.81 -2.11
H25 -3.01 1.72 -0.54
H26 4.27 -3.19 1.06
H27 -1.44 -6.37 -1.03
H28 4.33 -2.58 -0.63
H29 -1.67 1.29 1.71
H30 1.24 5.16 -3.60
H31 -4.03 0.99 0.70
H32 -1.74 -2.24 -2.35
H33 -0.18 -1.53 -0.07
H34 -1.39 5.91 0.51

Atom charges from the Mulliken analysis, given in e for atoms 1 to 6:
1 I 0.030
2 Ge 0.813
3 V 0.730
4 Cl -0.200
5 Cl -0.121
6 S 0.809

=====

No. 5
Below is a molecular structure, C26H34Cl6N3O4W in a non-equilibrium geometry, with properties calculated with ωB97M-V/def2-TZVPD.

* Kohn-Sham gap (alpha / beta): 4.327 / 4.355 eV
* net charge: +3
* E_LUMO (alpha / beta): -11.98 / -11.95 eV

Atoms and positions in Å:
W1 -0.07 -0.49 0.50
Cl1 2.14 3.09 4.61
Cl2 -1.46 2.84 -0.46
Cl3 1.71 0.37 3.51
Cl4 -2.38 -0.33 0.39
Cl5 1.02 5.62 3.32
Cl6 -0.74 5.46 0.82
O1 0.40 -0.42 -1.44
O2 -0.33 -0.97 2.44
O3 -0.23 -2.68 0.26
O4 1.99 -0.96 0.75
N1 -1.31 -0.44 4.43
N2 3.37 0.60 -0.23
N3 0.51 -4.65 -0.55
C1 0.99 1.68 2.54
C2 2.80 -0.60 -0.18
C3 1.26 2.93 3.19
C4 -0.78 -1.60 5.14
C5 3.66 1.22 -1.51
C6 -4.15 0.51 -1.46
C7 -2.75 0.56 -1.99
C8 -0.07 4.06 1.43
C9 -0.43 2.47 -5.16
C10 0.57 -3.33 -0.50
C11 -0.17 1.05 -3.23
C12 0.74 4.16 2.61
C13 -0.63 1.25 -4.54
C14 -0.46 -0.29 -2.56
C15 0.28 1.59 1.36
C16 0.68 3.30 -3.19
C17 1.50 -5.38 -1.32
C18 -0.28 2.76 0.86
C19 3.56 1.42 0.96
C20 -0.57 -5.40 0.08
C21 0.49 2.06 -2.57
C22 -2.21 -1.95 -1.88
C23 -1.20 -0.30 3.13
C24 0.22 3.51 -4.48
C25 -2.01 0.57 5.21
C26 -1.90 -0.52 -2.18
H1 2.02 -6.11 -0.67
H2 0.37 4.47 -4.97
H3 0.85 1.88 -1.56
H4 -4.45 -0.52 -1.22
H5 -2.20 1.45 4.57
H6 -0.21 -1.09 -3.28
H7 -4.26 1.11 -0.55
H8 3.25 0.60 -2.32
H9 1.30 -2.82 -1.15
H10 1.01 -5.93 -2.14
H11 -2.97 0.18 5.58
H12 -1.92 -2.24 -0.85
H13 4.74 1.33 -1.64
H14 -1.36 -4.72 0.38
H15 -3.28 -2.15 -1.95
H16 -1.64 -2.58 -2.54
H17 -0.78 2.62 -6.18
H18 3.22 0.87 1.84
H19 -0.96 -6.12 -0.65
H20 -1.61 -2.18 5.57
H21 1.19 4.10 -2.64
H22 -1.39 0.88 6.06
H23 -0.22 -2.21 4.44
H24 3.19 2.22 -1.53
H25 -4.84 0.90 -2.20
H26 2.23 -4.67 -1.73
H27 4.62 1.68 1.06
H28 -1.89 0.40 2.61
H29 -2.34 1.56 -2.18
H30 -0.13 -1.25 5.96
H31 -0.18 -5.94 0.95
H32 3.05 -1.29 -0.99
H33 -1.14 0.43 -5.05
H34 2.97 2.34 0.85

Atom charges from the Mulliken analysis, given in e for atoms 1 to 6:
1 W 2.509
2 Cl -0.108
3 Cl -0.292
4 Cl -0.147
5 Cl -0.288
6 Cl -0.093

=====

No. 6
Below is a molecular structure, C26H34ClCoN5O5 in a non-equilibrium geometry, with properties calculated with ωB97M-V/def2-TZVPD.

* Kohn-Sham gap (alpha / beta): 7.006 / 6.529 eV
* net charge: 0
* E_LUMO (alpha / beta): -0.29 / -0.76 eV
* spin multiplicity: 2

Atoms and positions in Å:
Co1 -1.01 -0.97 -0.63
Cl1 -0.94 -3.83 -1.49
O1 3.89 2.02 2.61
O2 -0.63 -4.11 -2.89
O3 -1.80 -2.51 -1.51
O4 0.39 -1.89 -0.26
O5 -1.84 -4.84 -0.98
N1 -0.04 0.66 0.36
N2 4.06 -0.13 2.00
N3 -2.01 -1.45 1.13
N4 -2.46 0.25 -0.91
N5 -0.30 -0.25 -2.44
C1 -4.56 0.83 2.68
C2 -3.29 0.42 0.16
C3 -4.39 1.28 0.31
C4 -3.54 -0.10 2.54
C5 3.57 -1.43 1.53
C6 0.05 2.70 1.56
C7 6.31 0.69 1.31
C8 1.21 0.38 0.76
C9 -2.85 -2.67 0.99
C10 -3.08 2.20 -2.36
C11 -5.00 1.48 1.54
C12 -1.34 3.10 -3.78
C13 -0.72 -1.12 -3.57
C14 3.37 1.04 2.10
C15 -0.56 1.99 -3.46
C16 -2.95 -0.33 1.31
C17 -2.62 3.16 -3.26
C18 -2.26 1.14 -1.94
C19 -0.62 1.80 0.74
C20 -1.07 -1.63 2.24
C21 -1.02 1.02 -2.60
C22 3.83 -1.68 0.04
C23 1.93 1.20 1.60
C24 5.48 -0.05 2.35
C25 1.16 -0.11 -2.46
C26 1.32 2.39 2.00
H1 -0.41 -0.64 -4.51
H2 -3.28 3.97 -3.55
H3 6.18 0.25 0.32
H4 1.52 0.09 -3.46
H5 4.09 -2.19 2.11
H6 -5.84 2.16 1.60
H7 -3.20 -0.66 3.40
H8 3.53 -0.82 -0.56
H9 -0.96 3.86 -4.45
H10 5.57 0.46 3.30
H11 -3.53 -2.56 0.16
H12 1.47 0.69 -1.79
H13 -3.42 -2.80 1.92
H14 1.58 -0.54 0.35
H15 4.89 -1.86 -0.14
H16 -1.57 -2.01 3.13
H17 2.52 -1.52 1.77
H18 1.59 -1.05 -2.12
H19 0.43 1.89 -3.91
H20 -2.23 -3.54 0.82
H21 3.26 -2.55 -0.29
H22 -5.01 1.01 3.64
H23 7.37 0.65 1.57
H24 6.01 1.74 1.27
H25 -1.80 -1.24 -3.57
H26 1.88 3.06 2.64
H27 -1.62 2.00 0.39
H28 -4.10 2.30 -2.03
H29 5.85 -1.07 2.46
H30 -0.43 3.63 1.84
H31 -0.59 -0.68 2.48
H32 -0.26 -2.10 -3.49
H33 -0.31 -2.35 1.93
H34 -4.82 1.79 -0.54

Atom charges from the Mulliken analysis, given in e for atoms 1 to 6:
1 Co 0.225
2 Cl 1.170
3 O -0.689
4 O -0.658
5 O -0.563
6 O -0.545

=====

Question: The lowest net charge belongs to which entry?
Answer: C26H34Cl2GeIN3O4S2V

=====

Question: Which value of net charge does entry 6 give?
Answer: 0

=====

Question: What is the net charge in the fourth record?
Answer: -1

=====

Question: Which of these has the highest net charge?
Answer: C26H34Cl6N3O4W